Record 1
DFT (ωB97M-V/def2-TZVPD) results for a structure of composition C42H31ClIN2O3Y.

Geometry as ORCA input:
```
! wB97M-V def2-TZVPD RIJCOSX def2/J DEFGRID3
* xyz 0 1
Y 0.299 0.622 1.283
O 2.077 -0.513 1.101
C 2.379 -1.737 0.528
C 1.631 -2.832 1.326
C 0.129 -2.899 1.185
C -0.428 -4.135 0.878
C -1.798 -4.271 0.774
C -2.587 -3.162 0.994
C -1.986 -1.948 1.305
C -2.879 -0.756 1.527
C -2.827 0.256 0.350
O -1.575 0.853 0.361
C -3.884 1.352 0.498
C -4.893 1.357 1.449
C -5.807 2.406 1.512
C -5.720 3.460 0.622
C -4.710 3.465 -0.334
C -3.803 2.424 -0.392
C -3.083 -0.525 -0.945
C -4.371 -0.967 -1.244
C -4.614 -1.747 -2.362
C -3.570 -2.092 -3.210
C -2.288 -1.650 -2.925
C -2.044 -0.874 -1.798
N -0.647 -1.814 1.393
C 3.881 -2.033 0.650
C 4.677 -1.219 1.444
C 6.032 -1.488 1.590
C 6.605 -2.574 0.946
C 5.814 -3.391 0.150
C 4.463 -3.120 0.002
C 1.994 -1.717 -0.956
C 2.158 -0.524 -1.659
C 1.852 -0.444 -3.009
C 1.378 -1.559 -3.686
C 1.220 -2.753 -2.999
C 1.526 -2.829 -1.647
H 1.888 -2.645 2.372
H 2.026 -3.819 1.085
H 0.225 -4.982 0.723
H -2.241 -5.227 0.528
H -3.664 -3.215 0.918
H -2.599 -0.220 2.440
H -3.890 -1.136 1.669
H -4.986 0.551 2.166
H -6.584 2.392 2.266
H -6.430 4.276 0.670
H -4.631 4.288 -1.034
H -3.008 2.429 -1.127
H -5.195 -0.683 -0.599
H -5.623 -2.076 -2.580
H -3.757 -2.695 -4.089
H -1.465 -1.906 -3.579
H -1.035 -0.538 -1.589
H 4.223 -0.372 1.938
H 6.641 -0.843 2.211
H 7.661 -2.782 1.059
H 6.252 -4.237 -0.364
H 3.862 -3.756 -0.637
H 2.563 0.334 -1.137
H 1.999 0.488 -3.542
H 1.139 -1.497 -4.740
H 0.851 -3.631 -3.514
H 1.393 -3.774 -1.136
Cl 3.025 7.368 1.050
C 2.361 5.837 1.539
C 2.198 5.563 2.863
C 1.654 4.334 3.289
I 1.412 3.993 5.320
C 1.272 3.357 2.393
O 0.751 2.210 2.719
C 1.468 3.655 0.995
N 1.098 2.679 0.119
C 1.192 2.905 -1.172
C 1.688 4.108 -1.699
C 2.095 5.088 -0.838
C 1.991 4.886 0.553
H 2.485 6.301 3.598
H 0.862 2.108 -1.830
H 1.743 4.239 -2.770
H 2.490 6.025 -1.207
*
```

Calculated values
DFT total energy ... -2750.7785 Ha
Gap between HOMO and LUMO ... 7.541 eV
Molar mass ... 862.98 g mol⁻¹
ΔE to the lowest compared entry with this formula, charge and spin ... 5.2 kcal per mole
Lowest unoccupied orbital energy ... -0.22 eV

Record 2
DFT (ωB97M-V/def2-TZVPD) results for a structure of composition C42H31ClN2O4S.

Geometry as ORCA input:
```
! wB97M-V def2-TZVPD RIJCOSX def2/J DEFGRID3
* xyz 0 1
C -5.570 -5.042 0.884
C -6.356 -4.291 1.414
C -7.115 -3.283 2.277
C -7.915 -2.265 1.406
C -7.070 -1.485 0.339
C -5.601 -1.222 0.727
C -4.629 -1.493 -0.243
C -3.195 -1.296 0.059
C -2.815 -0.846 1.319
C -1.298 -0.676 1.670
C -0.544 -2.027 1.361
C -1.261 -3.299 1.914
Cl -1.938 -3.054 3.588
C -3.773 -0.519 2.365
N -3.579 -0.079 3.611
S -5.048 0.120 4.296
N -6.013 -0.375 3.064
C -5.213 -0.713 2.038
H -4.863 -5.850 0.699
H -6.473 -2.827 3.050
H -7.864 -3.901 2.829
H -8.797 -2.773 0.952
H -8.341 -1.498 2.096
H -7.121 -1.971 -0.656
H -7.546 -0.479 0.226
H -4.938 -1.848 -1.242
H -2.444 -1.520 -0.717
H -1.200 -0.340 2.720
H -0.930 0.096 0.955
H -0.443 -2.171 0.259
H 0.478 -1.974 1.803
H -2.024 -3.707 1.219
H -0.496 -4.098 2.035
C 1.305 -1.142 -6.150
C 2.476 -1.075 -6.899
C 3.693 -1.391 -6.316
C 3.747 -1.763 -4.978
C 2.575 -1.807 -4.220
C 1.353 -1.506 -4.814
C 2.620 -2.154 -2.776
O 1.600 -2.195 -2.116
C 3.937 -2.442 -2.152
C 4.005 -2.715 -0.789
C 5.226 -2.997 -0.198
C 6.386 -3.017 -0.968
C 6.325 -2.741 -2.325
C 5.103 -2.443 -2.919
C 5.055 -2.115 -4.368
O 6.067 -2.129 -5.040
H 0.353 -0.904 -6.610
H 2.437 -0.779 -7.940
H 4.601 -1.342 -6.903
H 0.441 -1.552 -4.233
H 3.106 -2.704 -0.186
H 5.277 -3.204 0.864
H 7.339 -3.244 -0.506
H 7.229 -2.753 -2.920
C 2.969 1.373 0.537
C 1.671 1.459 0.040
C 0.954 2.638 0.176
C 1.526 3.730 0.819
C 2.818 3.634 1.338
C 3.541 2.456 1.185
C 3.426 4.775 2.071
O 4.552 4.694 2.520
C 2.627 6.015 2.252
C 3.157 7.072 2.984
C 2.425 8.238 3.148
C 1.163 8.357 2.573
C 0.628 7.304 1.847
C 1.353 6.128 1.692
C 0.753 4.994 0.942
O -0.349 5.095 0.443
H 3.532 0.454 0.422
H 1.222 0.606 -0.456
H -0.053 2.705 -0.216
H 4.548 2.382 1.575
H 4.140 6.985 3.430
H 2.838 9.057 3.723
H 0.596 9.271 2.696
H -0.356 7.398 1.406
*
```

Calculated values
DFT total energy ... -2887.9006 Ha
Gap between HOMO and LUMO ... 7.174 eV
Molar mass ... 695.24 g mol⁻¹
ΔE to the lowest compared entry with this formula, charge and spin ... 18.6 kcal per mole
Lowest unoccupied orbital energy ... -1.23 eV

Record 3
DFT (ωB97M-V/def2-TZVPD) results for a structure of composition C42H32AsBrI2N8O10RuS2.

Geometry as ORCA input:
```
! wB97M-V def2-TZVPD RIJCOSX def2/J DEFGRID3
* xyz -1 6
Ru -1.089 0.422 -0.111
N -1.919 0.852 7.509
C -1.817 1.370 6.214
C -2.792 2.236 5.721
C -2.690 2.750 4.443
C -1.594 2.406 3.659
C -0.605 1.552 4.139
C -0.717 1.051 5.419
S -1.507 2.931 2.004
O -0.123 2.899 1.612
O -2.289 4.122 1.868
N -2.176 1.703 1.161
C -3.519 1.414 1.019
N -3.691 0.508 0.040
C -4.932 0.126 -0.220
C -6.007 0.633 0.489
C -5.710 1.548 1.483
N -4.472 1.954 1.769
H -2.853 0.828 7.881
H -1.434 -0.017 7.653
H -3.642 2.493 6.344
H -3.452 3.404 4.035
H 0.228 1.283 3.496
H 0.042 0.384 5.811
H -5.057 -0.597 -1.021
H -7.022 0.332 0.272
H -6.501 1.979 2.089
O 0.924 -0.225 1.376
As 2.372 -1.046 1.244
C 2.061 -2.926 1.214
C 0.749 -3.376 1.164
C 0.503 -4.745 1.121
C 1.561 -5.643 1.136
C 2.874 -5.184 1.199
C 3.128 -3.822 1.236
C 3.434 -0.680 -0.291
C 3.980 0.594 -0.440
C 4.640 0.918 -1.614
C 4.726 -0.010 -2.643
C 4.167 -1.274 -2.500
C 3.522 -1.615 -1.321
C 3.431 -0.689 2.794
C 4.802 -0.471 2.740
C 5.498 -0.189 3.910
C 4.824 -0.127 5.121
C 3.452 -0.351 5.172
C 2.753 -0.631 4.008
H -0.065 -2.662 1.158
H -0.519 -5.103 1.071
H 1.365 -6.708 1.099
H 3.697 -5.888 1.213
H 4.149 -3.461 1.282
H 3.850 1.343 0.329
H 5.033 1.919 -1.746
H 5.194 0.265 -3.580
H 4.196 -1.977 -3.323
H 3.054 -2.585 -1.227
H 5.327 -0.519 1.795
H 6.566 -0.014 3.873
H 5.367 0.104 6.030
H 2.930 -0.301 6.119
H 1.683 -0.796 4.032
Br -4.169 -4.612 -2.954
C -3.065 -3.551 -4.082
C -3.126 -3.789 -5.447
C -2.342 -3.037 -6.313
C -1.496 -2.053 -5.820
C -1.435 -1.818 -4.457
C -2.217 -2.565 -3.591
I -2.109 -2.140 -1.569
H -3.790 -4.558 -5.821
H -2.400 -3.224 -7.379
H -0.872 -1.448 -6.471
H -0.767 -1.041 -4.101
O 1.615 5.415 -5.463
N 0.528 4.902 -5.637
O -0.193 5.123 -6.591
C 0.043 3.957 -4.613
C 0.845 3.671 -3.533
C 0.382 2.796 -2.580
C -0.929 2.296 -2.606
O -1.489 1.743 -1.560
C -1.637 2.516 -3.802
C -1.177 3.354 -4.789
N -2.936 1.847 -4.063
O -3.252 0.898 -3.380
O -3.597 2.271 -4.995
N 1.276 2.462 -1.532
O 1.140 1.238 -0.830
O 2.283 3.090 -1.215
H 1.829 4.101 -3.436
H -1.768 3.532 -5.673
I 1.805 0.368 -4.906
C 0.507 0.146 -1.424
H 0.307 0.258 -2.480
H 1.079 -0.752 -1.236
S -3.019 -1.566 3.501
C -2.181 -1.350 2.154
N -1.560 -1.170 1.160
*
```

Calculated values
DFT total energy ... -9106.3120 Ha
Gap between HOMO and LUMO (spin up / spin down) ... 6.475 / 5.113 eV
<S²> ... 8.791
Molar mass ... 1382.60 g mol⁻¹
ΔE to the lowest compared entry with this formula, charge and spin ... 26.6 kcal per mole
Lowest unoccupied orbital energy (spin up / spin down) ... 1.50 / 0.14 eV

Record 4
DFT (ωB97M-V/def2-TZVPD) results for a structure of composition C42H32ClN4O10PV.

Geometry as ORCA input:
```
! wB97M-V def2-TZVPD RIJCOSX def2/J DEFGRID3
* xyz -2 2
V 0.317 -0.709 -0.027
O 4.131 4.156 0.689
C 3.139 3.260 0.394
C 2.797 2.951 -0.904
C 1.801 2.014 -1.170
N 1.185 1.373 -0.165
C 1.508 1.715 1.095
C 2.458 2.650 1.433
C 0.740 1.016 2.196
O 0.876 1.349 3.365
O -0.067 0.112 1.767
C 1.443 1.833 -2.692
O 2.195 2.478 -3.450
O 0.452 1.142 -2.957
H 4.482 4.479 -0.149
H 3.260 3.406 -1.771
H 2.653 2.857 2.475
C 0.622 -5.085 0.391
O -0.124 -5.135 1.605
C -1.135 -4.242 1.821
C -2.121 -4.658 2.694
C -3.224 -3.857 2.987
C -3.360 -2.647 2.341
C -2.371 -2.201 1.461
C -2.614 -1.035 0.634
N -1.743 -0.479 -0.109
N -2.173 0.592 -0.890
C -2.196 0.306 -2.186
O -1.897 -0.759 -2.764
C -2.648 1.482 -3.022
C -3.682 2.314 -2.610
C -4.123 3.352 -3.422
C -3.518 3.577 -4.651
C -2.472 2.757 -5.060
C -2.046 1.713 -4.254
C -1.197 -2.947 1.243
O -0.212 -2.505 0.507
H 1.194 -6.012 0.372
H -0.040 -5.041 -0.477
H 1.289 -4.228 0.354
H -2.003 -5.637 3.145
H -3.978 -4.204 3.683
H -4.240 -2.031 2.493
H -3.630 -0.646 0.576
H -4.125 2.140 -1.638
H -4.934 3.990 -3.091
H -3.851 4.393 -5.283
H -1.975 2.943 -6.005
H -1.217 1.084 -4.546
N 2.048 -1.138 0.678
P 3.031 -1.769 1.657
C 4.161 -2.958 0.850
C 3.841 -3.346 -0.445
C 4.663 -4.233 -1.130
C 5.808 -4.728 -0.524
C 6.143 -4.327 0.765
C 5.325 -3.438 1.446
C 2.376 -2.621 3.132
C 2.785 -3.885 3.545
C 2.230 -4.471 4.676
C 1.257 -3.800 5.399
C 0.836 -2.542 4.988
C 1.390 -1.953 3.863
C 4.222 -0.569 2.357
C 4.470 -0.402 3.713
C 5.347 0.586 4.150
C 5.980 1.408 3.231
C 5.735 1.248 1.872
C 4.858 0.268 1.439
H 2.961 -2.921 -0.913
H 4.406 -4.521 -2.142
H 6.451 -5.417 -1.059
H 7.046 -4.700 1.234
H 5.596 -3.108 2.444
H 3.526 -4.431 2.976
H 2.543 -5.465 4.973
H 0.809 -4.266 6.269
H 0.055 -2.022 5.528
H 1.037 -0.980 3.544
H 3.965 -1.031 4.436
H 5.519 0.719 5.211
H 6.652 2.187 3.572
H 6.204 1.908 1.152
H 4.630 0.165 0.382
Cl 0.458 -3.537 -3.760
C 0.544 -1.743 -3.916
C 1.427 -1.227 -2.800
O 2.615 -1.062 -2.902
O 0.732 -0.992 -1.708
H -0.468 -1.358 -3.805
H 1.001 -1.530 -4.875
*
```

Calculated values
DFT total energy ... -4336.8912 Ha
Gap between HOMO and LUMO (spin up / spin down) ... 6.703 / 6.694 eV
<S²> ... 0.762
Molar mass ... 870.11 g mol⁻¹
ΔE to the lowest compared entry with this formula, charge and spin ... 42.8 kcal per mole
Lowest unoccupied orbital energy (spin up / spin down) ... 4.11 / 4.11 eV

Record 5
DFT (ωB97M-V/def2-TZVPD) results for a structure of composition C42H32NPS6W.

Geometry as ORCA input:
```
! wB97M-V def2-TZVPD RIJCOSX def2/J DEFGRID3
* xyz 0 3
W 0.777 -0.477 -0.325
C -3.461 -0.772 5.146
C -2.836 0.474 4.501
C -3.518 0.720 3.155
C -3.088 1.699 5.391
C -1.333 0.248 4.344
C -0.527 0.126 5.493
C 0.835 -0.069 5.414
C 1.415 -0.156 4.152
S 3.077 -0.408 3.723
C 2.644 -0.351 2.052
N 1.371 -0.154 1.819
C 0.640 -0.054 3.003
C -0.736 0.148 3.104
C 3.539 -0.612 0.945
C 4.912 -0.783 1.121
C 5.702 -1.121 0.042
C 5.105 -1.301 -1.204
C 3.742 -1.116 -1.368
C 2.898 -0.751 -0.307
H -4.537 -0.632 5.271
H -3.029 -0.972 6.128
H -3.299 -1.652 4.519
H -4.579 0.920 3.316
H -3.445 -0.152 2.503
H -3.086 1.579 2.634
H -4.162 1.866 5.492
H -2.642 2.593 4.950
H -2.676 1.572 6.393
H -0.982 0.185 6.473
H 1.434 -0.158 6.311
H -1.307 0.243 2.192
H 5.356 -0.657 2.103
H 6.769 -1.256 0.165
H 5.712 -1.585 -2.055
H 3.327 -1.265 -2.357
C 3.301 -0.379 -6.425
C 2.130 -1.090 -6.201
C 1.390 -0.862 -5.048
C 1.827 0.075 -4.116
C 3.009 0.782 -4.340
C 3.739 0.558 -5.497
P 0.903 0.374 -2.590
C -0.344 -0.795 -2.252
C -1.833 -0.658 -2.117
C -2.535 -1.875 -2.629
C -2.004 -3.067 -2.373
C -0.745 -3.161 -1.533
C 0.225 -2.037 -1.877
C 0.110 1.966 -2.706
C -0.189 2.644 -3.857
C -0.830 3.896 -3.768
C -1.106 4.434 -2.540
C -0.766 3.761 -1.342
C -0.943 4.354 -0.069
C -0.479 3.697 1.030
C 0.103 2.409 0.930
C 0.221 1.711 -0.257
C -0.173 2.476 -1.416
H 3.877 -0.556 -7.324
H 1.791 -1.819 -6.925
H 0.471 -1.407 -4.865
H 3.356 1.498 -3.604
H 4.654 1.109 -5.672
H -2.215 0.275 -2.524
H -3.469 -1.761 -3.164
H -2.485 -3.980 -2.705
H -0.238 -4.111 -1.698
H 1.133 -2.365 -2.370
H 0.075 2.229 -4.823
H -1.083 4.437 -4.671
H -1.571 5.411 -2.468
H -1.407 5.331 0.008
H -0.559 4.152 2.010
H 0.446 1.983 1.858
S -4.177 -5.430 1.979
C -3.205 -4.359 1.235
S -1.671 -4.759 0.539
C -1.128 -3.113 -0.028
C -2.241 -2.154 0.237
S -2.079 -0.501 -0.236
S -3.645 -2.684 1.050
S 0.347 -2.559 0.915
*
```

Calculated values
DFT total energy ... -4472.0084 Ha
Gap between HOMO and LUMO (spin up / spin down) ... 6.555 / 6.424 eV
<S²> ... 2.035
Molar mass ... 957.94 g mol⁻¹
Lowest unoccupied orbital energy (spin up / spin down) ... -0.14 / -1.02 eV